{"formula": "C6H11N", "method": "ωB97M-V with the def2-TZVPD basis set", "symbols": ["C", "C", "C", "C", "C", "C", "N", "H", "H", "H", "H", "H", "H", "H", "H", "H", "H", "H"], "positions_angstrom": [[-0.89505, -1.02607, -1.67929], [-0.46952, 0.30686, -1.01428], [0.08336, 0.14031, 0.46690], [0.16066, 1.56736, 1.45883], [1.44978, -0.59252, 0.32946], [-0.83622, -0.62607, 1.27683], [-1.61160, -1.07535, 2.00641], [-0.04952, -1.69552, -1.88372], [-1.38273, -0.83640, -2.64578], [-1.61073, -1.57355, -1.05637], [-1.33712, 0.97352, -1.01540], [0.29394, 0.75953, -1.67545], [-0.77527, 2.13739, 1.64771], [0.63866, 1.44051, 2.45483], [0.76849, 1.92550, 0.67284], [1.99797, -0.62202, 1.27026], [1.28532, -1.63169, 0.01025], [2.10407, -0.14239, -0.43176]], "forces_ev_per_a": [[0.04, 0.02, 0.17], [-0.14, 0.12, 0.33], [-0.25, 0.43, 0.71], [-0.19, -1.98, -1.41], [-0.06, 0.11, 0.27], [-1.03, -0.69, 0.60], [0.47, -0.01, -0.50], [-0.11, 0.23, 0.13], [0.15, 0.09, 0.29], [0.10, 0.11, -0.05], [0.10, 0.00, 0.11], [-0.17, 0.02, 0.64], [0.44, -0.76, -0.80], [0.05, -0.41, -1.08], [1.08, 2.25, 0.12], [-0.05, 0.00, 0.06], [-0.06, 0.32, 0.15], [-0.35, 0.16, 0.26]], "mulliken_charge": [-1.1954, -0.5524, 1.3661, -1.2594, -1.5120, -0.1646, -0.5560, 0.2995, 0.3805, 0.3357, 0.3559, 0.3467, 0.3035, 0.3366, 0.3825, 0.4245, 0.3782, 0.3298], "multiplicity": 1, "e_homo_ev": -10.46, "gap_ev": 11.289, "smiles": "CCC(C)(C)C#N", "e_above_lowest_kcal_mol": 30.1}